An isolated molecule of C8H11FO2 at a distorted geometry, computed with ωB97M-V/def2-TZVPD.

Results
- max |F| (eV Å⁻¹) = 7.38
- 2S+1 = 1
- SMILES = C=C=C(F)C[C@@H](CO)OC=C
- energy relative to the best compared isomer or geometry (same formula, charge and spin) (kJ/mol) = 227.37
- LUMO (Eh) = 0.031
- total energy (eV) = -15281.65039

```
22
Properties=species:S:1:pos:R:3:forces:R:3
C -3.67791 -0.26447 0.63387 2.1718 4.8380 -3.6328
C -2.48953 -0.10771 0.10865 -0.8689 1.1248 0.9811
C -0.38693 1.33326 0.19483 1.8053 0.2426 3.7615
C 0.90548 0.56902 -0.08688 0.4751 -0.4785 -0.9016
C 0.70685 -1.71638 0.73200 -1.3632 -3.6794 -3.0177
C -1.55728 0.66430 -0.34050 0.4622 -0.0040 -1.6511
C 0.29525 -2.42844 -0.38677 1.4094 0.1753 2.3375
C 2.25412 1.38617 -0.14544 -2.4070 0.3041 1.0862
O 1.02454 -0.46681 0.90257 0.7433 2.0849 0.4556
O 3.27655 0.71321 -0.74818 1.5678 -1.2184 -0.5259
F -1.46278 0.76816 -1.68053 0.1197 -0.2635 -1.7567
H -4.27564 0.62887 0.60983 -0.6208 -0.1087 0.2377
H -0.38739 1.29841 1.33543 -0.4533 0.6485 -1.3174
H -0.19909 2.33488 -0.17593 -0.7010 0.3236 -0.0578
H 0.74783 0.17820 -1.09072 0.4114 -0.5817 -0.1744
H 0.80222 -2.32944 1.61045 0.1216 0.3517 0.6561
H 0.31979 -1.93786 -1.36867 -0.4345 -0.7299 0.2893
H -3.72662 -0.96318 1.27087 -1.8120 -5.7421 4.2711
H 0.22298 -3.56691 -0.17071 -0.0766 2.2850 -0.9609
H 2.55619 1.57426 0.92538 -0.2749 0.3164 -1.1440
H 2.04114 2.30041 -0.75030 -0.0002 -0.1815 0.8498
H 3.01022 0.03203 -1.37929 -0.2751 0.2929 0.2143
```
Positions in Å, forces in eV/Å.

Partial atomic charges computed with the natural (NBO) method, in multiples of e: atom 1 (C): -0.398, atom 2 (C): 0.007, atom 3 (C): -0.487, atom 4 (C): 0.084, atom 5 (C): 0.184, atom 6 (C): 0.326, atom 7 (C): -0.597, atom 8 (C): -0.055, atom 9 (O): -0.508, atom 10 (O): -0.713, atom 11 (F): -0.345, atom 12 (H): 0.214, atom 13 (H): 0.240, atom 14 (H): 0.236, atom 15 (H): 0.181, atom 16 (H): 0.181, atom 17 (H): 0.200, atom 18 (H): 0.196, atom 19 (H): 0.226, atom 20 (H): 0.189, atom 21 (H): 0.161, atom 22 (H): 0.478